{"formula": "C37H30BrN2O4PV", "method": "the ωB97M-V functional and the def2-TZVPD basis", "relative_energy_kcal_mol": 0.0, "multiplicity": 1, "total_charge": 3, "orbital_gap_ev": [5.65, 5.65], "total_energy_ev": -155019.8874, "species": ["V", "O", "C", "C", "C", "C", "N", "C", "C", "C", "C", "C", "C", "O", "C", "C", "N", "H", "H", "H", "H", "H", "H", "H", "H", "H", "H", "H", "H", "C", "C", "C", "C", "C", "C", "P", "C", "C", "C", "C", "C", "C", "C", "C", "C", "C", "C", "C", "H", "H", "H", "H", "H", "H", "H", "H", "H", "H", "H", "H", "H", "H", "Br", "C", "C", "C", "C", "C", "C", "C", "O", "O", "H", "H", "H", "H"], "xyz": [[-0.663949, 0.054038, 1.196412], [-3.226033, -3.296714, -4.245783], [-3.899940, -2.164850, -3.769187], [-3.156580, -1.640425, -2.578978], [-3.599137, -0.506593, -1.895229], [-2.876034, -0.040357, -0.824892], [-1.755192, -0.651620, -0.395386], [-1.352778, -1.779323, -1.013774], [-2.014005, -2.284796, -2.112406], [-0.209280, -2.431287, -0.356727], [0.298450, -3.646705, -0.756679], [1.296782, -4.260374, -0.005561], [1.864235, -5.583616, -0.417320], [1.247340, -5.975146, -1.612161], [1.729307, -3.615758, 1.150838], [1.189583, -2.398872, 1.486950], [0.241067, -1.781877, 0.748567], [-3.683468, -3.659145, -5.012022], [-4.927365, -2.389427, -3.456036], [-3.953294, -1.364886, -4.518185], [-4.500396, 0.013114, -2.193520], [-3.192155, 0.835860, -0.275403], [-1.678544, -3.180487, -2.613256], [-0.072614, -4.147830, -1.638050], [1.690695, -6.296801, 0.398422], [2.950483, -5.469193, -0.524450], [1.576829, -6.835635, -1.893008], [2.481223, -4.054979, 1.793396], [1.512833, -1.899061, 2.388154], [1.488614, 1.678276, 6.707462], [2.432235, 2.225823, 5.844041], [2.388160, 1.928748, 4.494554], [1.374578, 1.087206, 4.012117], [0.426182, 0.537220, 4.883267], [0.491312, 0.833576, 6.232385], [1.283318, 0.728776, 2.287879], [2.865010, 0.576155, 1.510995], [3.037938, 0.908371, 0.161551], [4.265151, 0.697733, -0.438803], [5.312125, 0.147562, 0.294567], [5.138706, -0.196528, 1.629884], [3.917079, 0.012644, 2.245938], [0.291620, 1.992032, 1.352755], [0.653587, 3.339225, 1.579528], [0.166835, 4.313177, 0.737201], [-0.678102, 3.995252, -0.336795], [-1.075339, 2.690108, -0.562045], [-0.592115, 1.722366, 0.301701], [1.536757, 1.907660, 7.763840], [3.204885, 2.878832, 6.226129], [3.133224, 2.341888, 3.825581], [-0.340267, -0.133099, 4.512504], [-0.225606, 0.402349, 6.917509], [2.233488, 1.354918, -0.410833], [4.414250, 0.972296, -1.473996], [6.272748, -0.008119, -0.178384], [5.959447, -0.619806, 2.192690], [3.787148, -0.251566, 3.288172], [1.332201, 3.593379, 2.383493], [0.444166, 5.345224, 0.908191], [-1.046028, 4.785723, -0.978159], [-1.761319, 2.448610, -1.362702], [-5.153844, -3.107072, 4.849490], [-4.839668, -1.256612, 4.824947], [-5.613411, -0.405647, 5.610956], [-5.386439, 0.964588, 5.598362], [-4.388173, 1.499032, 4.806410], [-3.616842, 0.634098, 4.019986], [-3.838221, -0.746431, 4.023243], [-2.590079, 1.255936, 3.219297], [-2.197025, 2.341421, 3.050158], [-1.823778, 0.153509, 2.370887], [-6.395679, -0.820227, 6.232894], [-5.995791, 1.613895, 6.211526], [-4.200753, 2.563841, 4.786856], [-3.244160, -1.411508, 3.415371]], "atomic_forces_ev_per_a": [[0.1, 0.4, 0.0], [0.0, 0.0, 0.0], [0.0, 0.0, 0.0], [0.0, 0.0, 0.0], [0.0, 0.0, 0.0], [0.0, 0.0, 0.0], [-0.1, -0.1, 0.0], [0.0, 0.1, 0.0], [0.0, 0.0, 0.0], [0.0, 0.0, 0.1], [0.0, 0.0, 0.0], [0.0, 0.0, 0.0], [0.0, 0.0, 0.0], [0.0, 0.0, 0.0], [0.0, 0.0, 0.0], [0.0, 0.0, 0.0], [0.0, 0.0, 0.1], [0.0, 0.0, 0.0], [0.0, 0.0, 0.0], [0.0, 0.0, 0.0], [0.0, 0.0, 0.0], [0.0, 0.0, 0.0], [0.0, 0.0, 0.0], [0.0, 0.0, 0.0], [0.0, 0.0, 0.0], [0.0, 0.0, 0.0], [0.0, 0.0, 0.0], [0.0, 0.0, 0.0], [0.0, 0.0, 0.0], [0.0, 0.0, 0.0], [0.0, 0.0, 0.0], [0.0, 0.0, 0.0], [-0.1, 0.0, 0.0], [0.0, 0.0, 0.0], [0.0, 0.0, 0.0], [-0.1, -0.2, -0.1], [0.0, 0.0, 0.0], [0.0, 0.0, 0.0], [0.0, 0.0, 0.0], [0.0, 0.0, 0.0], [0.0, 0.0, 0.0], [0.0, 0.0, 0.0], [0.0, 0.1, -0.1], [0.0, 0.0, 0.0], [0.0, 0.0, 0.0], [0.0, 0.0, 0.0], [0.0, 0.0, 0.0], [0.0, -0.1, 0.1], [0.0, 0.0, 0.0], [0.0, 0.0, 0.0], [0.0, 0.0, 0.0], [0.0, 0.0, 0.0], [0.0, 0.0, 0.0], [0.0, 0.0, 0.0], [0.0, 0.0, 0.0], [0.0, 0.0, 0.0], [0.0, 0.0, 0.0], [0.0, 0.0, 0.0], [0.0, 0.0, 0.0], [0.0, 0.0, 0.0], [0.0, 0.0, 0.0], [0.0, 0.0, 0.0], [0.0, 0.0, 0.0], [0.0, 0.1, 0.0], [0.0, 0.0, 0.0], [0.0, 0.0, 0.0], [0.0, 0.0, 0.0], [0.1, 0.0, 0.0], [0.0, 0.0, 0.0], [-0.1, 0.0, 0.0], [0.0, -0.1, 0.0], [0.1, -0.1, 0.0], [0.0, 0.0, 0.0], [0.0, 0.0, 0.0], [0.0, 0.0, 0.0], [0.0, 0.0, 0.0]], "lowdin_charge": [0.872, -0.029, -0.188, -0.113, 0.045, -0.073, 0.007, -0.150, 0.101, -0.149, 0.099, -0.114, -0.188, -0.028, 0.041, -0.089, 0.006, 0.121, 0.152, 0.152, 0.145, 0.129, 0.132, 0.132, 0.153, 0.151, 0.121, 0.144, 0.098, -0.007, -0.023, -0.070, -0.352, -0.071, -0.029, 1.109, -0.356, -0.060, -0.031, -0.013, -0.029, -0.074, -0.354, -0.016, 0.018, 0.021, -0.015, -0.185, 0.131, 0.130, 0.120, 0.101, 0.126, 0.109, 0.126, 0.130, 0.128, 0.118, 0.124, 0.140, 0.139, 0.124, 0.835, -0.668, -0.056, -0.017, 0.021, -0.159, -0.061, -0.295, 0.221, -0.205, 0.124, 0.131, 0.135, 0.105]}


{"formula": "C37H30Cl2MnN3P2SSe", "method": "the ωB97M-V functional and the def2-TZVPD basis", "relative_energy_kcal_mol": 0.0, "multiplicity": 6, "s2": 8.761, "total_charge": 1, "orbital_gap_ev": [6.32, 6.51], "total_energy_ev": -194448.0230, "species": ["Mn", "Cl", "C", "C", "C", "C", "C", "Cl", "C", "S", "H", "H", "H", "C", "N", "P", "C", "C", "C", "C", "C", "C", "C", "C", "C", "C", "C", "C", "P", "C", "C", "C", "C", "C", "C", "C", "C", "C", "C", "C", "C", "H", "H", "H", "H", "H", "H", "H", "H", "H", "H", "H", "H", "H", "H", "H", "H", "H", "H", "H", "H", "H", "H", "H", "Se", "N", "C", "C", "C", "C", "C", "C", "N", "H", "H", "H", "H"], "xyz": [[-1.205695, 0.985981, 0.952109], [-3.828288, 0.877537, 0.955377], [-3.792382, -0.647679, 1.839707], [-4.816134, -1.534595, 1.556694], [-4.858049, -2.741482, 2.229904], [-3.877249, -3.039784, 3.161272], [-2.863557, -2.133767, 3.419988], [-1.676641, -2.572972, 4.598917], [-2.776529, -0.891676, 2.769436], [-1.473849, 0.230012, 3.153353], [-5.569122, -1.271008, 0.827670], [-5.652462, -3.446927, 2.030128], [-3.888155, -3.978698, 3.696413], [1.764669, -1.814773, -1.143579], [0.795431, -0.905390, -0.522616], [1.225861, 0.607767, 0.114057], [2.696012, 0.315621, 1.113163], [3.990495, 0.353424, 0.598424], [5.068314, 0.061227, 1.419833], [4.856386, -0.273739, 2.751184], [3.568560, -0.317345, 3.267605], [2.487202, -0.019745, 2.452175], [1.768303, 1.618154, -1.293416], [1.348310, 1.310334, -2.587019], [1.644410, 2.163882, -3.640697], [2.348868, 3.336738, -3.409264], [2.758808, 3.655458, -2.120771], [2.469227, 2.803354, -1.067183], [-0.882606, -1.162357, -0.495534], [-1.424384, -1.311230, -2.217406], [-2.144632, -0.250119, -2.762503], [-2.502229, -0.252013, -4.102756], [-2.136123, -1.319930, -4.908302], [-1.427782, -2.389639, -4.373551], [-1.077484, -2.389638, -3.033266], [-1.090082, -2.812620, 0.204256], [-0.219882, -3.238370, 1.206519], [-0.414796, -4.466555, 1.818028], [-1.484925, -5.266722, 1.443842], [-2.368836, -4.835580, 0.464965], [-2.177214, -3.609470, -0.153755], [2.119020, -1.424396, -2.099847], [1.303035, -2.785894, -1.310396], [2.620278, -1.955614, -0.482221], [4.155535, 0.613642, -0.440022], [6.073553, 0.091666, 1.021351], [5.700190, -0.501168, 3.389073], [3.405757, -0.577264, 4.305025], [1.478892, -0.055483, 2.852715], [0.785241, 0.404128, -2.775185], [1.324163, 1.910160, -4.642773], [2.580983, 4.001065, -4.230728], [3.307172, 4.569989, -1.936866], [2.791206, 3.061681, -0.062825], [-2.438488, 0.579212, -2.125662], [-3.070373, 0.570916, -4.515552], [-2.412038, -1.326600, -5.954406], [-1.153041, -3.226198, -5.001839], [-0.548155, -3.238044, -2.617526], [0.608696, -2.609304, 1.511585], [0.264812, -4.794208, 2.593047], [-1.634148, -6.226496, 1.920991], [-3.209072, -5.455361, 0.180867], [-2.871352, -3.277378, -0.916060], [-1.657143, 3.608245, -1.411448], [-1.180128, 3.044350, 0.220915], [-0.303538, 3.916593, 0.702020], [0.349242, 3.814124, 1.967242], [1.254947, 4.766083, 2.297204], [1.560456, 5.866838, 1.425109], [0.952783, 6.009654, 0.225762], [-0.000811, 5.021214, -0.177475], [-0.631299, 5.028739, -1.336833], [0.102125, 3.004226, 2.643567], [1.761101, 4.710125, 3.251930], [2.286981, 6.597706, 1.752936], [1.161683, 6.837395, -0.437069]], "atomic_forces_ev_per_a": [[0.0, 0.0, 0.0], [-0.1, 0.0, 0.0], [0.0, -0.1, 0.0], [0.0, 0.0, 0.0], [0.0, 0.0, 0.0], [0.0, 0.0, 0.0], [0.0, -0.1, 0.0], [0.0, 0.0, 0.0], [0.1, 0.0, 0.0], [0.0, 0.0, 0.0], [0.0, 0.0, 0.0], [0.0, 0.0, 0.0], [0.0, 0.0, 0.0], [0.0, 0.0, 0.0], [0.1, -0.1, -0.1], [0.0, 0.0, -0.1], [0.0, 0.0, 0.0], [0.0, 0.0, 0.0], [0.0, 0.0, 0.0], [0.0, 0.0, 0.0], [0.0, 0.0, 0.0], [0.0, 0.0, 0.0], [0.0, 0.0, 0.0], [0.0, 0.0, 0.0], [0.0, 0.0, 0.0], [0.0, 0.0, 0.0], [0.0, 0.0, 0.0], [0.0, 0.0, 0.1], [0.0, 0.1, 0.0], [0.0, 0.0, 0.0], [0.0, 0.0, 0.0], [0.0, 0.0, 0.0], [0.0, 0.0, 0.0], [0.0, 0.0, 0.0], [0.0, 0.0, 0.0], [0.0, 0.0, 0.0], [0.0, 0.0, 0.0], [0.0, 0.0, 0.0], [0.0, 0.0, 0.0], [0.0, 0.0, 0.0], [0.0, 0.0, 0.0], [0.0, 0.0, 0.0], [0.0, 0.0, 0.0], [0.0, 0.0, 0.0], [0.0, 0.0, 0.0], [0.0, 0.0, 0.0], [0.0, 0.0, 0.0], [0.0, 0.0, 0.0], [0.0, 0.0, 0.0], [0.0, 0.0, 0.0], [0.0, 0.0, 0.0], [0.0, 0.0, 0.0], [0.0, 0.0, 0.0], [0.0, 0.0, 0.0], [0.0, 0.0, 0.0], [0.0, 0.0, 0.0], [0.0, 0.0, 0.0], [0.0, 0.0, 0.0], [0.0, 0.0, 0.0], [0.0, 0.0, 0.0], [0.0, 0.0, 0.0], [0.0, 0.0, 0.0], [0.0, 0.0, 0.0], [0.0, 0.0, 0.0], [0.0, 0.0, 0.1], [0.0, 0.0, -0.1], [0.0, 0.0, 0.0], [0.0, 0.0, 0.0], [0.0, 0.0, 0.0], [0.0, 0.0, 0.0], [0.0, 0.0, 0.0], [0.0, 0.0, 0.0], [0.0, 0.0, 0.0], [0.0, 0.0, 0.0], [0.0, 0.0, 0.0], [0.0, 0.0, 0.0], [0.0, 0.0, 0.0]], "lowdin_charge": [0.275, 0.695, -0.636, -0.114, -0.075, -0.109, -0.682, 0.693, -0.717, 0.541, 0.108, 0.114, 0.112, -0.103, -0.508, 0.947, -0.360, -0.089, -0.064, -0.063, -0.064, -0.095, -0.354, -0.097, -0.067, -0.065, -0.071, -0.108, 0.958, -0.361, -0.114, -0.067, -0.062, -0.059, -0.085, -0.353, -0.095, -0.079, -0.068, -0.072, -0.091, 0.083, 0.074, 0.083, 0.109, 0.111, 0.111, 0.112, 0.065, 0.086, 0.111, 0.111, 0.112, 0.111, 0.060, 0.110, 0.112, 0.112, 0.106, 0.102, 0.111, 0.112, 0.112, 0.111, 1.159, -0.337, -0.382, -0.026, -0.041, -0.051, -0.010, -0.384, -0.200, 0.097, 0.117, 0.114, 0.124]}


{"formula": "C37H30N4S2SbTi", "method": "the ωB97M-V functional and the def2-TZVPD basis", "relative_energy_kcal_mol": 0.0, "multiplicity": 1, "total_charge": 3, "orbital_gap_ev": 6.82, "total_energy_ev": -96115.0162, "species": ["Ti", "N", "C", "C", "C", "C", "C", "C", "C", "C", "N", "C", "H", "H", "H", "H", "H", "H", "H", "H", "S", "C", "C", "N", "C", "H", "H", "H", "S", "Sb", "C", "C", "C", "C", "C", "C", "C", "C", "C", "C", "C", "C", "C", "C", "C", "C", "C", "C", "H", "H", "H", "H", "H", "H", "H", "H", "H", "H", "H", "H", "H", "H", "H", "N", "C", "C", "C", "C", "C", "C", "C", "H", "H", "H", "H"], "xyz": [[1.914629, 0.250349, 0.016215], [4.164010, 0.257389, -0.044472], [4.746233, 0.391519, 1.281909], [6.086897, 0.496305, 1.546198], [6.559829, 0.578600, 2.878364], [5.684409, 0.488836, 3.930697], [4.273028, 0.351716, 3.672685], [3.334545, 0.184390, 4.706589], [2.002514, 0.035654, 4.421625], [1.600167, 0.087248, 3.086500], [2.465222, 0.234632, 2.061187], [3.806903, 0.324758, 2.338318], [4.425734, -0.619087, -0.458393], [4.503970, 0.994791, -0.651184], [6.812704, 0.550225, 0.737358], [7.624330, 0.662814, 3.076885], [6.010255, 0.531771, 4.963142], [3.665043, 0.171200, 5.731027], [1.267685, -0.104989, 5.219928], [0.542252, 0.038577, 2.821507], [1.984197, 3.385257, -3.443872], [2.129296, 4.133163, -1.939836], [2.207425, 3.184753, -0.984168], [2.192503, 1.861388, -1.442019], [2.077084, 1.844050, -2.762253], [2.091785, 5.198140, -1.770594], [2.317481, 3.395084, 0.060164], [2.033229, 0.956719, -3.369156], [-0.248232, 0.813595, 0.231616], [-2.490471, 0.433323, -0.488702], [-2.797292, -1.518119, -0.118589], [-4.116250, -1.973606, -0.252815], [-4.387088, -3.310992, -0.057273], [-3.352428, -4.191392, 0.283884], [-2.047851, -3.716787, 0.424178], [-1.754181, -2.373575, 0.207353], [-3.342279, 1.743514, 0.783515], [-3.001633, 3.112239, 0.664454], [-3.510739, 3.993724, 1.604593], [-4.314792, 3.525593, 2.646755], [-4.636080, 2.187523, 2.748546], [-4.172304, 1.279192, 1.790949], [-2.881118, 0.923926, -2.385246], [-3.588073, 2.098448, -2.613004], [-3.998886, 2.406565, -3.906150], [-3.728019, 1.529469, -4.941101], [-3.081681, 0.317766, -4.707430], [-2.655601, 0.004934, -3.427017], [-4.916168, -1.288458, -0.494692], [-5.393600, -3.690712, -0.172356], [-3.591725, -5.252720, 0.444478], [-1.272949, -4.421411, 0.711789], [-0.726902, -2.034537, 0.275612], [-2.345278, 3.464127, -0.135224], [-3.272075, 5.046938, 1.543769], [-4.685630, 4.221130, 3.393320], [-5.255806, 1.820330, 3.553819], [-4.454430, 0.240817, 1.897240], [-3.799443, 2.797887, -1.817291], [-4.543345, 3.311379, -4.095235], [-4.048371, 1.760977, -5.941212], [-2.872116, -0.377779, -5.524930], [-2.138587, -0.923158, -3.232562], [1.015101, -6.705002, -2.136200], [1.308803, -5.620336, -1.895160], [1.540016, -4.257112, -1.483031], [2.054957, -3.983287, -0.219410], [2.163897, -2.680790, 0.214425], [1.736670, -1.621280, -0.592959], [1.227714, -1.885276, -1.875248], [1.182420, -3.207423, -2.319666], [2.386305, -4.814760, 0.382015], [2.582786, -2.501052, 1.195503], [0.873838, -1.109331, -2.538340], [0.825573, -3.439731, -3.311309]], "atomic_forces_ev_per_a": [[-0.1, 0.5, 0.1], [-0.3, 0.7, 0.3], [-0.2, -0.3, 0.5], [0.0, 0.2, -0.1], [-0.2, -0.2, 0.4], [-0.8, 0.1, -0.6], [0.8, -0.1, 0.0], [0.1, 0.1, -0.1], [-0.4, -0.1, -0.1], [-0.1, 0.2, -0.2], [-0.5, -0.2, -0.1], [0.6, 0.1, 0.3], [0.3, -0.6, -0.3], [0.1, 0.1, -0.2], [-0.2, -0.1, 0.0], [-0.2, 0.0, -0.2], [0.1, 0.0, -0.1], [0.2, 0.0, 0.2], [0.2, 0.1, -0.4], [0.4, 0.0, 0.1], [0.0, -0.2, -0.9], [-0.2, -0.3, 0.4], [0.3, -0.8, 0.1], [-0.1, 0.4, 0.1], [0.0, 0.6, 0.4], [0.1, 0.0, -0.2], [-0.1, -0.1, 0.4], [0.0, -0.2, 0.0], [0.7, 0.2, 0.1], [0.5, 0.1, 0.5], [-0.3, -1.0, 0.1], [0.4, 0.1, 0.1], [0.2, -0.6, 0.1], [-0.2, 0.0, 0.0], [-0.2, -0.4, 0.0], [-0.1, -0.5, 0.1], [-0.3, 1.1, 0.3], [-0.2, -0.4, 0.3], [0.1, -0.1, -0.1], [0.1, 0.2, 0.1], [-0.1, -0.4, -0.3], [0.0, 0.5, 0.6], [-0.3, -0.1, -1.5], [0.1, 0.4, -0.4], [0.1, -0.3, 0.3], [0.0, -0.3, 0.0], [0.4, -0.2, 0.0], [0.1, 0.5, 0.1], [-0.1, 0.0, -0.1], [0.0, 0.1, 0.0], [0.2, 0.6, -0.1], [0.0, 0.2, -0.1], [-0.1, 0.1, 0.1], [-0.2, -0.1, 0.3], [0.0, 0.0, 0.0], [0.0, -0.1, -0.1], [-0.1, 0.1, 0.0], [0.1, -0.1, -0.1], [-0.1, 0.0, 0.1], [-0.1, 0.3, 0.0], [-0.1, 0.1, -0.2], [-0.2, 0.3, 0.3], [0.0, -0.2, 0.0], [0.1, 0.2, -0.1], [-0.1, 0.1, 0.2], [0.0, 0.0, -0.1], [0.1, -0.4, -0.1], [0.1, 0.2, 0.2], [-0.1, 0.0, -0.5], [0.4, -0.7, 0.2], [-0.3, 0.5, -0.3], [0.0, 0.0, 0.3], [0.0, 0.0, 0.1], [-0.1, 0.2, 0.0], [-0.1, 0.1, -0.1]], "lowdin_charge": [0.822, 0.053, -0.210, 0.035, -0.012, 0.037, -0.111, 0.058, 0.004, -0.077, -0.021, -0.158, 0.118, 0.118, 0.139, 0.134, 0.137, 0.143, 0.140, 0.094, 1.162, -0.333, -0.223, -0.187, -0.422, 0.105, 0.121, 0.091, 0.334, 1.500, -0.393, -0.106, -0.038, -0.021, -0.049, -0.123, -0.413, -0.133, -0.045, -0.033, -0.041, -0.095, -0.388, -0.100, -0.033, -0.027, -0.044, -0.106, 0.114, 0.126, 0.134, 0.115, 0.053, 0.104, 0.120, 0.127, 0.123, 0.106, 0.092, 0.122, 0.124, 0.128, 0.100, 0.223, -0.141, -0.189, 0.006, -0.081, -0.312, -0.084, 0.007, 0.140, 0.110, 0.095, 0.136]}